51
Properties=species:S:1:pos:R:3:forces:R:3:nbo_charge:R:1 method="wB97M-V/def2-TZVPD" largest_force_ev_per_a=0.95 orbital_gap_ev=7.91 charge=+1 energy_ev=-49486.10973
C 5.04444 -2.50188 -1.13837 0.171 -0.796 -0.483 -0.641
C 5.30787 -2.11744 -2.60732 -0.165 0.198 0.283 -0.353
I 6.01573 -3.80250 -3.76628 -0.068 0.155 0.109 0.118
C 4.15978 -1.37328 -3.29207 0.352 -0.355 -0.597 -0.344
I 4.99277 -0.27331 -4.96800 -0.176 0.041 0.172 0.149
C 3.00814 -2.22859 -3.85010 -0.377 0.549 -0.236 -0.131
C 2.41601 -3.23181 -2.88716 0.151 -0.252 0.082 -0.241
N 1.62312 -2.54088 -1.81188 -0.457 0.043 -0.478 -0.504
C 0.44035 -1.92590 -2.49553 -0.368 0.328 -0.012 -0.255
C 1.02400 -0.86738 -3.41054 0.545 0.595 0.079 0.242
O 0.00150 -0.14004 -4.01835 0.111 0.270 0.121 -0.683
N 1.89113 -1.45453 -4.40619 -0.267 -0.235 0.134 -0.633
H 4.02454 -2.33395 -0.81394 -0.124 0.320 0.154 0.169
H 5.74188 -2.00869 -0.47788 -0.028 0.372 0.187 0.250
H 5.22902 -3.56188 -1.00818 -0.050 -0.208 0.161 0.240
H 6.15007 -1.44638 -2.60211 0.313 0.066 -0.168 0.245
H 3.79679 -0.59144 -2.63382 -0.001 0.156 0.253 0.217
H 3.40458 -2.82753 -4.66160 0.190 -0.141 -0.138 0.264
H 1.69574 -3.82095 -3.43754 -0.143 -0.227 -0.069 0.245
H 3.14627 -3.90461 -2.46452 0.269 0.029 0.278 0.250
H 2.13803 -1.74679 -1.42412 0.183 -0.261 0.289 0.435
H 1.36354 -3.17051 -1.05306 -0.001 0.025 -0.013 0.448
H -0.22621 -1.45437 -1.78429 0.093 0.070 0.349 0.255
H -0.11464 -2.67053 -3.05318 0.107 -0.261 -0.069 0.239
H 1.61121 -0.18738 -2.76084 -0.149 0.114 0.139 0.122
H 0.03000 0.76224 -3.66078 -0.185 -0.356 -0.292 0.493
H 2.21175 -0.72666 -5.03646 0.021 -0.122 -0.096 0.403
C -2.37243 1.50621 0.21147 -0.006 0.018 -0.004 -0.238
C -3.62704 1.71721 0.59717 0.036 0.024 -0.063 -0.200
C -4.30914 0.78976 1.53373 -0.140 -0.092 -0.186 0.464
O -5.45140 0.98061 1.88727 0.032 -0.036 -0.018 -0.467
C -3.53826 -0.38150 2.02396 0.065 -0.062 0.012 -0.215
C -2.28328 -0.58932 1.63591 -0.008 0.007 0.018 -0.233
C -1.60540 0.33926 0.70125 0.015 0.099 0.103 0.502
O -0.45404 0.14924 0.34880 0.025 -0.211 -0.229 -0.557
H -1.85505 2.17265 -0.46649 0.030 0.005 0.028 0.232
H -4.20438 2.56720 0.25673 -0.033 -0.014 0.019 0.243
H -4.05215 -1.04289 2.71002 -0.034 0.019 -0.009 0.243
H -1.70210 -1.43398 1.98384 0.025 0.021 0.008 0.228
C -3.75518 2.79140 4.21540 0.041 0.014 0.035 -0.236
C -4.68899 3.17392 5.08071 -0.015 -0.057 -0.064 -0.212
C -4.39794 4.20132 6.11390 -0.050 0.039 0.062 0.471
O -5.24337 4.55198 6.90540 0.025 -0.011 -0.021 -0.465
C -3.02956 4.78044 6.13849 0.075 -0.014 -0.049 -0.214
C -2.09866 4.39331 5.26961 -0.010 0.040 0.042 -0.244
C -2.39200 3.36838 4.24072 0.074 -0.010 -0.034 0.495
O -1.54816 3.00873 3.44199 -0.033 -0.024 -0.002 -0.522
H -3.93641 2.04725 3.45281 -0.023 0.120 0.198 0.212
H -5.69086 2.76311 5.07494 -0.006 0.025 0.023 0.241
H -2.83916 5.52738 6.89836 -0.039 -0.004 0.015 0.239
H -1.09624 4.80190 5.27123 0.006 -0.016 -0.024 0.235